# 1
# C9H12N3O

The ion C9H12N3O with charge +1 (ωB97M-V with the def2-TZVPD basis set, the OMol25 dataset).

Results
* LUMO: -3.34 eV
* total charge: +1
* E: -16037.480 eV
* relative energy (zero: lowest compared OMol25 entry of this formula, charge and spin): 49.9 kcal per mole
* gap between HOMO and LUMO: 9.70 eV

Structure (XYZ):
```
25
Properties=species:S:1:pos:R:3:mulliken_charge:R:1
C -0.06687 -2.78668 0.87278 -0.21
C -0.82783 -1.73574 1.28765 -0.51
C 0.78589 -2.72262 -0.22043 -0.62
C -0.55594 -0.51658 0.58106 0.66
C 0.44231 -0.54477 -0.37943 0.13
C -0.39411 1.60419 -0.13176 0.41
C -1.97521 0.91552 1.83614 -1.00
C 1.95577 1.33456 -0.76310 -0.90
C 0.05473 0.91888 -2.28972 -0.98
N 1.11880 -1.57242 -0.78406 -0.50
N -1.13341 0.71657 0.69887 0.12
N 0.59951 0.82062 -0.92166 0.40
O -0.30360 2.78724 -0.10272 -0.46
H 0.02950 -3.77007 1.47770 0.29
H -1.46014 -1.82039 2.24849 0.32
H 1.46646 -3.53518 -0.36344 0.40
H -3.00054 0.46468 1.71908 0.30
H -1.47334 0.38358 2.71098 0.35
H -2.04574 1.95706 1.99710 0.44
H 2.48497 1.62433 -1.56012 0.50
H 1.93426 2.14317 -0.10387 0.37
H 2.58348 0.60458 -0.18933 0.30
H 0.07027 1.93660 -2.56836 0.45
H 0.71711 0.22841 -2.90886 0.37
H -1.00634 0.56445 -2.14299 0.37
```

***

# 2
# C4H7Cl2N

An isolated molecule of C4H7Cl2N (ωB97M-V with the def2-TZVPD basis set, the OMol25 dataset).

Results
* LUMO: 0.23 eV
* E: -30793.360 eV
* relative energy (zero: lowest compared OMol25 entry of this formula, charge and spin): 64.8 kcal per mole
* gap between HOMO and LUMO: 9.74 eV

Structure (XYZ):
```
14
Properties=species:S:1:pos:R:3:mulliken_charge:R:1
C 1.03038 0.88648 -0.21413 -0.53
C -0.07944 0.59164 0.63095 -0.03
C -1.17347 -0.26475 0.58510 -0.53
C -1.56932 -1.12674 -0.51848 -0.07
H 2.23265 0.19361 1.33102 0.30
H 2.23385 -0.62219 -0.26646 0.29
H 0.65529 0.81653 -1.23268 0.48
H 1.13378 1.91216 0.13126 0.27
H -0.26616 1.46863 1.42999 0.17
H -1.86237 -0.11668 1.55101 0.22
H -2.11170 -2.14996 -0.25510 0.36
N 2.28788 0.28541 0.12535 -0.61
Cl -2.30250 0.00403 -1.76569 -0.14
Cl -0.20886 -1.87817 -1.53215 -0.18
```

***

# 3
# C14H9ClF6N3O7

The ion C14H9ClF6N3O7 with charge -1 (ωB97M-V with the def2-TZVPD basis set, the OMol25 dataset).

Results
* LUMO: 0.66 eV
* total charge: -1
* E: -62278.779 eV
* gap between HOMO and LUMO: 6.13 eV

Structure (XYZ):
```
40
Properties=species:S:1:pos:R:3:mulliken_charge:R:1
C 3.97530 -2.19941 1.02803 -1.07
C 3.54429 -0.81365 0.19473 0.11
Cl 4.09365 0.59405 1.33164 -0.20
C 1.91724 -0.89984 0.01393 -0.92
C 1.26189 0.20032 -1.00598 1.38
C 2.46068 1.17833 -1.64638 -0.22
N 3.58074 1.81607 -1.91863 -0.62
C 0.68208 -0.64585 -2.30479 -0.17
O -0.58308 -1.02250 -2.49234 -0.44
O 1.63410 -0.98949 -3.41301 -0.73
C 0.18458 1.23213 -0.33138 1.22
C -0.06833 2.42987 -1.46076 0.05
N -0.55720 3.37112 -2.21092 -0.68
C 0.88606 2.01387 0.97032 -0.70
O -0.05072 2.97321 1.62059 -0.15
N 0.69543 4.01636 2.06971 0.11
O 1.18049 3.76431 3.16541 -0.25
C -1.19085 0.55496 0.23956 -0.09
O -1.07458 -0.31405 1.25459 -0.65
C -2.71685 0.93095 -0.32846 0.61
F -2.87552 2.40023 -0.00472 -0.31
F -2.80407 0.86495 -1.82209 -0.24
C -3.92736 0.17816 0.46309 0.54
F -3.88472 0.60547 1.90777 -0.26
F -5.23167 0.68231 -0.06601 -0.29
C -3.95587 -1.44755 0.39221 0.78
F -5.41350 -1.84274 0.32574 -0.30
F -3.47420 -2.03948 1.69637 -0.27
C -3.24826 -2.13017 -0.91404 0.31
O -3.69097 -1.96443 -2.19159 -0.49
O -2.07183 -3.05378 -0.79173 -0.42
H 3.38451 -2.12670 2.05504 0.28
H 5.11499 -2.20979 1.31131 0.31
H 3.59615 -3.17769 0.50072 0.30
H 4.16049 -0.85899 -0.80183 0.41
H 1.69289 -1.98419 -0.43267 0.43
H 1.45690 -0.90997 1.09825 0.36
H 1.19908 1.17998 1.73025 0.27
H 1.81630 2.66569 0.63083 0.62
H -1.69821 -3.02208 0.13725 0.37
```

***

# 4
# C41H67MnN2P3Si

A structure of composition C41H67MnN2P3Si (ωB97M-V with the def2-TZVPD basis set, the OMol25 dataset).

Results
* LUMO (spin up / spin down): -4.90 / -4.90 eV
* total charge: +2
* multiplicity: 4
* E: -113636.777 eV
* relative energy (zero: lowest compared OMol25 entry of this formula, charge and spin): 5.5 kcal per mole
* gap between HOMO and LUMO (spin up / spin down): 7.69 / 6.76 eV

Structure (XYZ):
```
115
Properties=species:S:1:pos:R:3:mulliken_charge:R:1
Mn 0.58461 0.65088 -0.81409 -0.83
C -4.14588 1.26720 1.59612 -1.23
C -3.93790 -0.24332 1.43872 0.32
C -3.34116 -0.79901 2.72914 -1.61
P -2.86893 -0.58038 -0.05529 1.61
C -4.15141 -0.82223 -1.39439 0.48
C -4.86498 0.48614 -1.71169 -1.74
C -3.50346 -1.44050 -2.63637 -1.48
C -2.30748 -2.31847 0.13739 0.00
C -3.25200 -3.34788 0.19046 -0.42
C -2.86545 -4.67758 0.18586 -1.08
C -1.51541 -4.99236 0.10943 -0.87
C -0.57195 -3.97723 0.10348 -0.06
C -0.93780 -2.62514 0.14660 0.66
Si 0.40201 -1.31064 0.49720 -0.71
C 0.22433 -1.13126 2.40329 0.90
C -0.03898 -2.31862 3.10183 -0.22
C -0.02274 -2.39837 4.48577 -1.09
C 0.27722 -1.27282 5.23549 -1.30
C 0.50718 -0.07497 4.58462 -1.44
C 0.44971 0.01535 3.18825 1.50
P 0.71204 1.65829 2.49834 0.48
C 2.50668 2.00048 2.52967 0.39
C 3.08317 2.07959 3.94427 -1.59
C 3.25365 0.94697 1.70868 -1.00
C -0.19587 2.96569 3.44476 1.46
C -0.44319 2.84286 4.94809 -1.77
C 0.41194 4.33768 3.11682 -1.53
C 2.07740 -2.18562 0.24821 0.28
C 2.65874 -3.06940 1.16267 0.09
C 3.86714 -3.69693 0.90008 -0.91
C 4.52740 -3.45610 -0.29741 -0.96
C 3.98054 -2.57598 -1.21617 -0.48
C 2.76735 -1.93568 -0.95089 0.28
P 2.05922 -0.70996 -2.10937 0.10
C 1.37734 -1.65692 -3.55218 0.86
C 2.41205 -2.49991 -4.29493 -1.75
C 0.19998 -2.51755 -3.10620 -1.21
C 3.55029 0.12987 -2.81754 0.38
C 3.19794 1.02436 -4.00571 -1.37
C 4.27401 0.92409 -1.73177 -1.49
H -4.82325 1.47408 2.42720 0.51
H -4.56238 1.74197 0.70761 0.20
H -3.18979 1.75500 1.82204 0.04
H -4.90604 -0.72527 1.26608 0.72
H -2.37484 -0.33514 2.94425 0.24
H -3.19319 -1.87710 2.68756 0.29
H -4.00959 -0.57852 3.56460 0.59
H -4.90990 -1.51291 -1.01980 0.75
H -4.14567 1.30951 -1.75305 0.13
H -5.59400 0.75080 -0.94782 0.40
H -5.39096 0.42774 -2.66428 0.50
H -2.53445 -0.98113 -2.86831 0.10
H -4.14979 -1.33005 -3.50957 0.58
H -3.31121 -2.50184 -2.49423 0.28
H -4.30986 -3.11427 0.22980 0.36
H -3.61096 -5.46154 0.22679 0.47
H -1.19753 -6.02719 0.07609 0.49
H 0.47837 -4.24696 0.08484 0.40
H -0.26736 -3.21876 2.54493 0.56
H -0.23228 -3.34120 4.97576 0.48
H 0.31949 -1.31963 6.31587 0.47
H 0.72957 0.79702 5.18090 0.78
H 2.60946 2.97509 2.04170 0.88
H 3.05955 1.10161 4.42671 0.34
H 2.56116 2.79293 4.58144 0.36
H 4.12706 2.38974 3.88805 0.49
H 3.17241 -0.03929 2.16980 0.21
H 4.31174 1.20824 1.65685 0.70
H 2.87737 0.86982 0.68860 -0.53
H -1.17480 2.90995 2.95473 -0.03
H 0.47974 2.87231 5.52915 0.30
H -0.99646 1.94297 5.20774 0.42
H -1.04367 3.69933 5.25952 0.49
H 1.36334 4.48451 3.62961 0.34
H -0.26650 5.11847 3.46206 0.51
H 0.57604 4.49383 2.04910 0.20
H 2.16529 -3.26944 2.10605 0.50
H 4.29731 -4.37223 1.62928 0.47
H 5.47011 -3.94358 -0.51007 0.47
H 4.52017 -2.38605 -2.13619 0.43
H 1.00158 -0.88801 -4.23952 0.33
H 2.80714 -3.28546 -3.64832 0.40
H 3.24747 -1.91339 -4.67940 0.35
H 1.93618 -2.98776 -5.14731 0.52
H 0.53817 -3.31635 -2.44502 0.31
H -0.27655 -2.98205 -3.97189 0.68
H -0.55512 -1.94538 -2.56038 -0.34
H 4.22103 -0.65085 -3.17921 0.70
H 2.63911 1.91284 -3.68767 0.17
H 2.62190 0.50942 -4.77734 0.29
H 4.11054 1.39515 -4.47421 0.54
H 3.63768 1.73075 -1.34761 0.14
H 5.17847 1.38370 -2.13571 0.55
H 4.56307 0.29401 -0.89065 0.30
N -2.36848 3.03077 -3.09290 -0.10
C -1.77773 3.50179 -1.78881 -0.12
C -0.28317 3.65243 -1.95907 -0.95
N 0.31016 2.36125 -2.33263 -0.35
C -0.22043 1.93943 -3.63900 -0.01
C -1.72080 1.74884 -3.55239 -0.06
H -2.27190 3.75452 -3.80723 0.44
H -3.36815 2.86502 -2.97296 0.42
H -2.01826 2.73762 -1.04782 -0.10
H -2.25307 4.44301 -1.52222 0.52
H 0.14258 4.00590 -1.02211 0.33
H -0.07333 4.41309 -2.72222 0.50
H 1.31371 2.47988 -2.43533 -0.08
H 0.22866 0.98615 -3.91952 -0.44
H 0.02467 2.66779 -4.42225 0.43
H -1.98835 0.98970 -2.80763 -0.50
H -2.14978 1.48042 -4.51526 0.56
C 0.12067 1.84095 0.83927 -0.28
H -0.96965 1.71876 0.90562 -0.74
H 0.33092 2.89858 0.62607 0.07
```